The following is a DFT calculation (the ωB97M-V functional and the def2-TZVPD basis) of C54H60N5O3PbSe as an isolated structure.

CARTESIAN COORDINATES (ANGSTROEM)
Pb1 0.250828 -0.301126 -2.051345
C1 -5.815736 0.338268 3.063669
C2 -4.624273 -0.380474 3.715718
C3 -5.157413 -1.587211 4.492229
C4 -3.957132 0.573938 4.717085
C5 -3.630558 -0.785384 2.628717
C6 -3.001855 0.181870 1.860938
C7 -2.149741 -0.154440 0.824605
Se1 -1.359794 1.301852 -0.187969
C8 0.084633 1.825622 1.003681
C9 -0.245656 2.499698 2.165003
C10 0.730765 2.965972 3.032450
C11 2.056179 2.720181 2.670281
C12 2.434562 2.058477 1.513337
C13 1.429012 1.584760 0.598547
O1 1.730401 0.999705 -0.509506
C14 3.919488 1.872569 1.173478
C15 4.233476 2.626359 -0.129344
C16 4.847572 2.392549 2.275205
C17 4.237251 0.380981 0.984503
C18 0.335939 3.748896 4.283748
C19 -0.377562 5.044199 3.866393
C20 -0.617527 2.908391 5.146409
C21 1.545794 4.122863 5.143991
C22 -1.901744 -1.500639 0.424483
O2 -1.197314 -1.803659 -0.616231
C23 -2.512431 -2.499101 1.268144
C24 -3.335136 -2.111602 2.314149
C25 -2.274651 -3.993887 1.003254
C26 -2.857782 -4.364830 -0.366648
C27 -2.909670 -4.895528 2.065471
C28 -0.765851 -4.281258 1.007126
H1 -6.534113 0.660529 3.823663
H2 -5.481392 1.217198 2.511661
H3 -6.326129 -0.324559 2.362528
H4 -5.846861 -1.253118 5.270843
H5 -5.695073 -2.271583 3.833842
H6 -4.340704 -2.130138 4.971772
H7 -4.660263 0.850347 5.507997
H8 -3.087198 0.100478 5.175173
H9 -3.626069 1.488357 4.224131
H10 -3.164198 1.234412 2.065269
H11 -1.296175 2.650879 2.387561
H12 2.838002 3.073545 3.326467
H13 4.095965 3.701584 0.008500
H14 5.265897 2.438539 -0.441622
H15 3.560209 2.287291 -0.913208
H16 4.752093 3.471956 2.411157
H17 4.648500 1.895114 3.227347
H18 5.882168 2.180119 1.996303
H19 3.674395 -0.009837 0.141046
H20 5.306300 0.240632 0.795778
H21 3.968177 -0.179930 1.882937
H22 -1.263602 4.823211 3.270578
H23 -0.687096 5.616400 4.746441
H24 0.285863 5.667267 3.263998
H25 -1.519925 2.646990 4.593783
H26 -0.131530 1.981132 5.455186
H27 -0.912608 3.462615 6.042224
H28 2.220469 4.791046 4.605975
H29 1.208932 4.635761 6.047848
H30 2.100333 3.232466 5.445930
H31 -3.782624 -2.890306 2.913544
H32 -3.939748 -4.211037 -0.380163
H33 -2.410844 -3.732015 -1.127257
H34 -2.648560 -5.413305 -0.604336
H35 -3.999145 -4.818477 2.062562
H36 -2.644547 -5.934285 1.855169
H37 -2.540115 -4.654690 3.064688
H38 -0.293031 -3.717721 0.209220
H39 -0.335016 -3.976475 1.963912
H40 -0.570625 -5.348077 0.858582
C29 -3.046868 1.586690 -5.221582
C30 -2.185569 0.713483 -4.349319
N1 -1.048191 1.096802 -3.883699
N2 -0.547894 2.305771 -4.154983
C31 0.791630 2.341742 -4.032258
O3 1.541681 1.344770 -3.955228
C32 1.393668 3.710215 -4.053520
C33 2.740630 3.830645 -3.722205
C34 3.336577 5.077725 -3.637064
C35 2.592518 6.219401 -3.902327
C36 1.256290 6.104228 -4.260586
C37 0.655977 4.856520 -4.331472
C38 -2.527573 -0.692701 -4.119284
C39 -3.765254 -1.230966 -4.492659
C40 -3.956868 -2.598230 -4.425436
C41 -2.923362 -3.414763 -3.988987
C42 -1.754609 -2.798401 -3.570009
N3 -1.561395 -1.491858 -3.631470
H41 -2.481167 2.490210 -5.437223
H42 -3.303088 1.085744 -6.157368
H43 -3.973881 1.861027 -4.711714
H44 3.297087 2.924646 -3.524740
H45 4.377245 5.160745 -3.348563
H46 3.054189 7.196963 -3.830150
H47 0.678606 6.996422 -4.470575
H48 -0.386435 4.754680 -4.599751
H49 -4.562027 -0.579244 -4.824670
H50 -4.907447 -3.030811 -4.712707
H51 -3.026607 -4.490592 -3.970965
H52 -0.922634 -3.376054 -3.178585
C43 2.507652 -2.781219 1.499668
C44 1.742892 -1.988187 0.634473
N4 1.836100 -2.058577 -0.671452
C45 2.709774 -2.927030 -1.227950
C46 3.524470 -3.767708 -0.434974
C47 3.394166 -3.670447 0.961072
C48 4.447290 -4.669258 -1.050548
C49 4.573726 -4.727063 -2.392855
C50 3.784859 -3.888361 -3.236494
C51 3.907308 -3.899422 -4.636995
C52 3.142054 -3.050609 -5.393945
C53 2.231385 -2.210102 -4.740511
N5 2.085245 -2.203389 -3.437351
C54 2.845899 -2.996663 -2.672488
H53 2.392580 -2.683074 2.570271
H54 1.028798 -1.271957 1.028336
H55 4.008460 -4.301601 1.593028
H56 5.050525 -5.301233 -0.409291
H57 5.281531 -5.402945 -2.858326
H58 4.616352 -4.577010 -5.098658
H59 3.233966 -3.031869 -6.471243
H60 1.605553 -1.517368 -5.293217

Atoms 1-6, force components in eV/Å:
Pb 0.692 -0.061 0.016
C 0.023 -0.020 0.072
C -0.012 0.040 0.046
C 0.083 0.077 -0.073
C -0.049 -0.060 -0.051
C -0.013 -0.046 0.060

Properties
- Relative energy (zero: lowest compared OMol25 entry of this formula, charge and spin): 0.770 eV
- Charge: -1
- Energy: -141163.7372 eV
- HOMO-LUMO gap: 6.3 eV

=====

The following is a DFT calculation (the ωB97M-V functional and the def2-TZVPD basis) of C54H61BF4IrOP3Si2 as an isolated structure at a distorted geometry.

CARTESIAN COORDINATES (ANGSTROEM)
Ir1 -0.295585 -0.780649 -0.423184
C1 -2.978193 -1.586696 -1.579170
C2 -2.246564 -1.449265 -0.246874
P1 -1.077761 1.423184 -0.689304
C3 -0.264234 2.909065 -1.190291
C4 -0.984732 4.110687 -1.374391
C5 -0.331985 5.249238 -1.800589
C6 1.038596 5.217886 -2.041267
C7 1.766274 4.052913 -1.826077
C8 1.131229 2.911080 -1.386113
C9 -2.821939 1.754650 -0.916772
C10 -3.311485 2.093445 -2.183387
C11 -4.672182 2.258686 -2.370466
C12 -5.545188 2.118609 -1.297518
C13 -5.061301 1.803019 -0.035273
C14 -3.702588 1.606023 0.155564
C15 -2.089561 -2.321775 -2.569988
P2 -0.473718 -1.478430 -2.587610
C16 0.654714 -2.664247 -3.350744
C17 0.580742 -4.011233 -2.991569
C18 1.307182 -4.955768 -3.693085
C19 2.143971 -4.565469 -4.731093
C20 2.246487 -3.227275 -5.070583
C21 1.493176 -2.279511 -4.393583
C22 -0.568684 -0.081812 -3.749930
C23 0.479193 0.839901 -3.819615
C24 0.396345 1.924946 -4.677898
C25 -0.724680 2.103515 -5.479291
C26 -1.762474 1.185977 -5.425037
C27 -1.686601 0.098202 -4.563208
H1 -3.229757 -0.603748 -1.985475
H2 -3.923072 -2.118199 -1.437460
H3 -2.154166 -2.429709 0.234777
H4 -2.803081 -0.815990 0.445766
H5 -2.041622 4.156168 -1.172573
H6 -0.888795 6.166467 -1.937117
H7 1.544495 6.114438 -2.376437
H8 2.834947 4.029745 -1.993341
H9 1.710433 2.013774 -1.219245
H10 -2.629999 2.212430 -3.015865
H11 -5.052695 2.510006 -3.351807
H12 -6.607636 2.258840 -1.446661
H13 -5.742835 1.702455 0.798788
H14 -3.324694 1.350650 1.139895
H15 -2.496735 -2.405914 -3.577850
H16 -1.888255 -3.335451 -2.218569
H17 -0.035345 -4.326141 -2.160030
H18 1.232875 -5.999852 -3.420235
H19 2.717157 -5.307923 -5.271159
H20 2.902381 -2.915298 -5.872270
H21 1.564736 -1.243545 -4.689799
H22 1.361519 0.713114 -3.204098
H23 1.216803 2.629741 -4.722018
H24 -0.782460 2.949373 -6.152118
H25 -2.632993 1.308657 -6.057213
H26 -2.509227 -0.602022 -4.539332
O1 -0.568636 -0.971999 1.749709
P3 -0.405553 -1.272852 3.220452
C28 1.270704 -1.486812 3.799490
C29 1.509248 -2.082061 5.040424
C30 2.803535 -2.172092 5.522020
C31 3.859320 -1.670023 4.768110
C32 3.624787 -1.101882 3.525059
C33 2.329000 -1.018562 3.033654
C34 -1.298155 -2.780977 3.627055
C35 -1.134009 -3.871969 2.772028
C36 -1.777296 -5.066850 3.048915
C37 -2.582128 -5.179776 4.176391
C38 -2.747339 -4.097673 5.027123
C39 -2.108502 -2.895514 4.753587
C40 -1.187821 0.012179 4.206499
C41 -2.469290 0.414616 3.824667
C42 -3.181883 1.305875 4.609249
C43 -2.619057 1.800193 5.780654
C44 -1.340757 1.414840 6.155547
C45 -0.621846 0.522778 5.369894
H27 0.688149 -2.485442 5.622519
H28 2.991116 -2.636464 6.481237
H29 4.870541 -1.736467 5.148624
H30 4.443131 -0.727847 2.924528
H31 2.154013 -0.611902 2.048514
H32 -0.501665 -3.776218 1.896064
H33 -1.649044 -5.914460 2.387488
H34 -3.082615 -6.115261 4.391088
H35 -3.376023 -4.186125 5.903458
H36 -2.245927 -2.050805 5.417593
H37 -2.912882 0.000854 2.925379
H38 -4.178725 1.609924 4.316504
H39 -3.177049 2.492683 6.397369
H40 -0.898787 1.808140 7.061780
H41 0.376991 0.227210 5.666953
C46 2.849563 -4.917489 2.244212
Si1 3.022337 -4.395104 0.453974
C47 2.954640 -5.889402 -0.660987
C48 4.600929 -3.459516 0.152430
C49 1.594121 -3.267991 0.085379
C50 0.731730 -2.441750 -0.151080
H42 3.409552 -5.836636 2.434938
H43 1.807236 -5.102031 2.509193
H44 3.231720 -4.144177 2.914371
H45 3.813378 -6.534529 -0.458653
H46 2.994541 -5.593026 -1.709222
H47 2.048635 -6.478483 -0.500111
H48 5.462289 -4.108897 0.332450
H49 4.677800 -2.592000 0.805888
H50 4.641684 -3.103214 -0.878864
C51 2.160332 3.512373 4.214186
Si2 0.917760 3.561506 2.815615
C52 1.327620 4.987583 1.670056
C53 -0.827984 3.784462 3.446607
C54 1.001402 1.944868 1.908941
H51 2.220295 4.478921 4.720097
H52 3.155656 3.269130 3.834811
H53 1.893270 2.757076 4.956483
H54 1.248467 5.932324 2.213932
H55 0.638257 5.030523 0.823294
H56 2.344056 4.911533 1.276837
H57 -0.922040 4.706539 4.024745
H58 -1.132538 2.952815 4.086221
H59 -1.534107 3.847073 2.612297
H60 1.906451 1.569641 1.434926
H61 0.156941 1.266556 1.847424
F1 3.495867 -1.045543 -1.873830
B1 3.225545 0.003662 -1.034152
F2 1.703956 0.162367 -1.047981
F3 3.594503 -0.194093 0.274360
F4 3.662763 1.227649 -1.525758

Atoms 1-6, force components in eV/Å:
Ir -0.743 1.269 0.491
C 0.040 0.092 0.036
C 0.136 -0.654 0.091
P 0.394 -0.951 -0.644
C -0.137 -0.086 0.226
C 0.099 -0.028 -0.057

Properties
- Relative energy (zero: lowest compared OMol25 entry of this formula, charge and spin): 1.052 eV
- Charge: +1
- Spin multiplicity: 2
- Energy: -117044.7484 eV
- HOMO-LUMO gap (spin up / spin down): 5.3 / 5.6 eV

=====

Q: Number 2 is which compound?
A: C54H61BF4IrOP3Si2

=====

Q: What is the charge in the first record?
A: -1

=====

Q: What is the formula in the second record?
A: C54H61BF4IrOP3Si2